Density functional theory data (ωB97M-V/def2-TZVPD) for an isolated molecule of C2H4FPS.

Geometry as ORCA input:
```
! wB97M-V def2-TZVPD RIJCOSX def2/J DEFGRID3
* xyz 0 1
S 0.570 -0.580 -1.532
P 2.290 0.697 -1.705
F 2.074 1.690 -0.434
C -0.672 -0.765 -0.345
C -0.807 -0.040 0.877
H -1.431 -1.516 -0.604
H -1.759 0.205 1.135
H -0.004 0.835 0.840
H -0.262 -0.528 1.768
*
```

The orbital gap (alpha / beta) comes out at 7.639 / 6.780 eV.

Mulliken population analysis, charges in e, atoms 1 to 2: S -0.151; P 0.219


Density functional theory data (ωB97M-V/def2-TZVPD) for a structure of composition C16H15BrSeTi.

Geometry as ORCA input:
```
! wB97M-V def2-TZVPD RIJCOSX def2/J DEFGRID3
* xyz 0 1
Br 1.532 -2.661 -0.580
Se 1.453 0.850 0.618
Ti 0.296 -0.315 -1.225
C 0.175 1.464 2.988
C 0.926 -0.848 4.410
C 0.731 1.437 -3.514
C -1.579 0.642 -0.140
C 0.786 0.370 2.325
C -0.101 1.332 4.382
C -0.313 0.536 -3.890
C 0.294 0.203 5.091
C 1.219 -0.778 3.049
C -1.937 -0.777 -1.891
C -1.510 -1.551 -0.748
C 1.464 -0.728 -3.123
C 1.829 0.652 -3.027
C -1.975 0.608 -1.509
C -1.360 -0.670 0.354
C 0.140 -0.800 -3.662
H -2.311 -1.230 -2.820
H -1.266 0.822 -4.353
H -1.442 -0.961 1.391
H 1.270 -1.669 5.019
H -2.390 1.429 -2.107
H -0.508 2.169 4.936
H 2.793 1.039 -2.728
H 0.208 0.222 6.167
H -1.621 1.524 0.468
H 1.987 -1.415 2.665
H -1.403 -2.594 -0.701
H 0.725 2.520 -3.644
H 0.192 2.459 2.621
H -0.386 -1.711 -3.934
H 2.084 -1.570 -2.888
*
```

The orbital gap (alpha / beta) comes out at 7.215 / 7.216 eV.

Mulliken population analysis, charges in e, atoms 1 to 2: Br -0.466; Se -0.120


Density functional theory data (ωB97M-V/def2-TZVPD) for a cluster of 11 separate species, C41H79N4O20P3S4 in total.

Geometry as ORCA input:
```
! wB97M-V def2-TZVPD RIJCOSX def2/J DEFGRID3
* xyz 0 1
S 0.736 -4.145 1.178
S 4.991 2.722 0.463
S -6.282 0.474 -2.263
S -4.493 -1.672 3.383
P 2.272 -1.822 -3.927
P -1.222 2.804 -4.030
P -4.883 3.583 1.236
O 4.993 4.092 0.964
O -6.214 3.962 0.338
O -2.456 3.847 -4.318
O -7.024 -0.487 -3.085
O 3.286 -2.839 -3.044
O -5.858 -1.150 3.639
O 4.758 1.588 1.427
O -0.476 2.538 -5.411
O -4.220 -2.539 2.211
O -3.753 3.529 0.123
O -1.615 1.559 -3.226
O -5.987 1.861 -2.609
O 0.768 -2.365 -3.689
O 2.037 -4.125 1.847
O 2.359 -0.361 -3.795
O 2.546 -2.279 -5.477
O -5.060 2.351 2.026
O -4.675 5.015 2.053
O -0.503 -3.651 1.818
O -0.054 3.681 -3.359
N 1.986 3.142 2.594
N -0.312 -0.011 -0.578
N 2.465 -1.014 5.960
N 4.675 -3.518 1.533
C -3.344 -0.251 3.371
C -0.708 -0.466 0.642
C 3.875 2.564 -0.980
C 3.164 -2.994 5.505
C 6.694 -3.321 0.576
C 0.340 -0.389 1.514
C -4.942 -0.733 -0.301
C -2.630 2.716 0.511
C 6.071 2.100 -1.918
C 3.730 -1.088 6.487
C -7.078 0.479 -0.669
C 4.639 -2.371 -2.935
C -6.443 -0.696 0.071
C 4.136 -2.405 6.340
C 0.497 -5.843 0.601
C 2.427 -3.670 -5.777
C -2.274 -1.871 5.030
C -3.676 5.097 3.030
C 6.457 2.258 -0.476
C 1.017 0.303 -0.480
C 0.292 4.356 1.830
C -6.206 5.057 -0.536
C 0.885 2.911 3.427
C 5.687 -4.149 0.856
C 6.360 -2.035 0.984
C 4.608 1.603 -1.943
C -3.721 -2.505 4.972
C -2.323 -0.393 4.476
C -4.679 -0.390 -1.733
C -0.170 3.653 2.918
C 1.087 -4.668 -1.494
C -1.067 1.685 -6.387
C -3.730 3.399 -4.553
C 0.981 -3.441 -0.574
C 2.082 -2.175 5.352
C 1.354 -5.905 -0.632
C 5.104 -2.226 1.587
C -0.283 -1.826 -4.522
C 1.452 0.139 0.838
C 1.056 3.103 -2.716
C 1.644 4.077 1.654
H 6.919 -1.142 0.748
H 3.376 -4.168 -5.977
H -0.682 -2.678 -5.072
H -4.277 -2.166 5.846
H 0.213 -2.695 -0.779
H -6.780 1.357 -0.096
H 4.023 -0.210 7.044
H 1.108 -2.291 4.901
H -0.338 5.029 1.267
H 4.147 1.619 -2.931
H -4.047 5.802 3.774
H -2.786 -0.215 2.435
H 5.298 -3.042 -3.486
H -0.408 0.837 -6.573
H 6.691 1.261 -0.103
H 7.568 -3.496 -0.033
H 3.818 -3.916 1.891
H 7.295 2.886 -0.173
H -3.963 0.427 -1.827
H -1.252 2.222 -7.317
H -0.843 0.233 -1.402
H 0.337 -0.752 2.532
H 6.714 1.363 -2.399
H 3.109 -3.978 5.063
H 0.855 3.048 -1.646
H -1.697 -0.851 0.838
H -6.798 -1.613 -0.400
H 1.309 2.141 -3.162
H 1.813 -2.740 -0.644
H -4.554 0.096 0.291
H 2.936 2.197 -0.567
H -2.821 1.797 -0.043
H 1.967 -4.198 -4.941
H 2.394 -5.980 -0.313
H 1.799 -3.814 -6.656
H 2.905 2.733 2.683
H -1.008 -1.369 -3.848
H 5.580 -5.189 0.586
H 4.485 0.568 -1.624
H 1.901 -0.176 5.956
H 2.446 0.298 1.229
H 4.529 -1.421 2.021
H -1.762 3.222 0.088
H -0.532 -5.786 0.247
H 1.879 3.805 -2.847
H 4.916 -2.261 -1.887
H -1.354 0.060 4.268
H -3.984 2.339 -4.562
H -2.461 2.444 1.553
H -3.830 -3.589 5.023
H -3.939 0.659 3.449
H -4.385 3.896 -3.837
H 0.634 -6.526 1.439
H 0.191 -4.704 -2.113
H -3.511 4.180 3.597
H 2.326 4.446 0.902
H -3.907 3.838 -5.535
H 1.942 -4.562 -2.161
H -5.232 5.523 -0.679
H -6.688 -0.658 1.133
H -6.429 4.583 -1.493
H -4.422 -1.638 0.013
H -4.238 -1.123 -2.410
H -6.976 5.773 -0.248
H 0.919 2.231 4.265
H 0.018 -1.050 -5.227
H -1.129 3.748 3.407
H -1.809 -1.957 6.012
H 6.117 3.076 -2.401
H -1.992 1.195 -6.082
H 3.879 3.584 -1.365
H -8.153 0.474 -0.850
H -2.699 5.323 2.601
H 5.060 -2.803 6.735
H 1.586 0.649 -1.331
H -2.781 0.075 5.348
H -1.624 -2.514 4.437
H 4.769 -1.377 -3.365
H 1.170 -6.848 -1.147
*
```

The orbital gap comes out at 8.010 eV. Its SMILES is COP(=O)(OC)OC.COP(=O)(OC)OC.COP(=O)(OC)OC.O=S1(=O)CCCC1.O=S1(=O)CCCC1.O=S1(=O)CCCC1.O=S1(=O)CCCC1.c1cc[nH]c1.c1cc[nH]c1.c1cc[nH]c1.c1cc[nH]c1.

Mulliken population analysis, charges in e, atoms 1 to 2: S 0.991; S 1.136


Density functional theory data (ωB97M-V/def2-TZVPD) for an isolated molecule of C20H28N4O4S.

Geometry as ORCA input:
```
! wB97M-V def2-TZVPD RIJCOSX def2/J DEFGRID3
* xyz 0 1
S 1.326 2.186 1.121
O -0.332 -3.225 2.287
O -2.335 0.261 -2.200
O 5.398 -3.072 -2.668
O 4.827 -5.243 -2.156
N -2.561 3.246 1.278
N -0.672 2.085 -0.574
N 1.322 -3.848 0.893
N -0.591 0.379 0.996
C 0.573 -2.886 1.541
C 2.338 -3.620 0.008
C -3.989 3.356 1.063
C -0.068 1.522 0.484
C 3.717 -2.006 -1.205
C -1.849 4.425 0.800
C 0.953 -1.513 1.238
C -0.417 3.423 -1.036
C -1.583 -0.815 -1.674
C -1.942 -0.065 0.740
C 2.677 -2.286 -0.294
C -2.272 2.978 2.673
C 4.022 -4.394 -1.458
C 5.701 -4.426 -2.909
C 4.367 -3.066 -1.766
C -2.047 -1.213 -0.274
C 0.183 -0.419 1.927
C 1.949 -1.251 0.360
C -1.577 4.366 -0.705
C 3.018 -4.699 -0.581
H 1.080 -4.808 1.110
H 0.500 3.773 -0.557
H -1.202 2.821 2.794
H -2.586 3.797 3.338
H -0.889 4.476 1.317
H -4.471 2.428 1.370
H -2.355 -0.422 1.689
H 0.882 0.253 2.438
H 6.742 -4.632 -2.611
H -1.638 -1.682 -2.345
H -2.541 0.789 0.419
H -0.489 -0.873 2.659
H -4.439 4.186 1.631
H 3.982 -0.989 -1.435
H -2.408 5.346 1.040
H -2.791 2.070 2.978
H -0.548 -0.469 -1.646
H 2.761 -5.719 -0.349
H -2.472 4.039 -1.237
H -3.257 -0.012 -2.271
H 2.220 -0.226 0.151
H -1.477 1.638 -0.990
H -3.092 -1.534 -0.316
H -1.319 5.365 -1.060
H -0.262 3.396 -2.120
H -1.453 -2.059 0.069
H 5.579 -4.649 -3.980
H -4.192 3.517 0.005
*
```

The orbital gap comes out at 8.042 eV. Its SMILES is CN(C)CCCNC(=S)N(CCCO)Cc1cc2cc3c(cc2[nH]c1=O)OCO3.

Mulliken population analysis, charges in e, atoms 1 to 2: S -0.384; O -0.734


Density functional theory data (ωB97M-V/def2-TZVPD) for a structure of composition C5H7NO.

Geometry as ORCA input:
```
! wB97M-V def2-TZVPD RIJCOSX def2/J DEFGRID3
* xyz 0 1
O -0.910 -0.611 -0.467
N -0.884 -1.025 1.977
C -1.199 -1.742 3.173
C 0.905 0.121 -2.020
C -0.527 -0.345 0.803
C 0.419 0.752 0.484
C -0.101 0.500 -0.949
H 1.319 -0.862 -1.822
H 1.467 0.497 0.634
H 1.712 0.852 -2.040
H 0.436 0.108 -3.002
H -0.769 1.283 -1.316
H -2.071 -1.243 3.614
H 0.203 1.717 0.931
*
```

The orbital gap comes out at 8.610 eV.

Mulliken population analysis, charges in e, atoms 1 to 2: O -0.392; N -0.203


Density functional theory data (ωB97M-V/def2-TZVPD) for an isolated molecule of C2H3NOS.

Geometry as ORCA input:
```
! wB97M-V def2-TZVPD RIJCOSX def2/J DEFGRID3
* xyz 0 1
S -2.692 -0.611 -0.002
O -0.217 0.520 -0.028
N 0.407 -0.784 -0.116
C 1.652 -0.482 0.007
C -1.569 0.522 -0.022
H -1.806 1.633 -0.109
H 1.928 0.570 0.161
H 2.296 -1.368 0.110
*
```

The orbital gap comes out at 9.147 eV. Its SMILES is C=NOC=S.

Mulliken population analysis, charges in e, atoms 1 to 2: S -0.259; O -0.085


Max |F|, respectively: 0.13141; 0.06273; 0.10473; 0.02509; 0.16001; 0.04629 hartree/bohr.
Energy relative to the best compared isomer or geometry (same formula, charge and spin), respectively: 73.4; 0.0; 30.8; 240.9; 489.0; 258.2 kJ/mol.